Entry 1:
Here is C25H29IN5O3SV as an isolated structure from the Open Molecules 2025 dataset. Energies are from ωB97M-V/def2-TZVPD.

Each line ends with the Löwdin spin population.
Cartesian coordinates (Å):
V (-0.60, 0.25, 0.47)  2.08
O (-7.12, -4.07, 1.02)  0.00
C (-6.59, -3.01, 0.38)  0.00
O (-7.18, -2.51, -0.54)  0.00
C (-5.24, -2.55, 0.83)  0.02
C (-4.88, -1.24, 0.53)  0.00
C (-3.64, -0.76, 0.89)  0.02
C (-2.71, -1.58, 1.53)  0.01
C (-3.07, -2.90, 1.81)  0.02
C (-4.33, -3.37, 1.48)  0.00
N (-1.43, -1.06, 1.77)  0.14
C (-0.60, -1.57, 2.68)  0.24
C (0.68, -0.99, 2.78)  0.09
C (1.61, -1.31, 3.79)  0.04
C (2.78, -0.61, 3.87)  0.06
C (3.02, 0.43, 2.95)  0.07
C (2.09, 0.69, 1.98)  0.03
N (0.95, -0.01, 1.85)  0.11
H (-6.61, -4.29, 1.81)  0.00
H (-5.60, -0.61, 0.02)  0.00
H (-3.37, 0.27, 0.68)  0.00
H (-2.35, -3.58, 2.25)  0.00
H (-4.56, -4.41, 1.67)  0.00
H (-0.88, -2.39, 3.34)  0.01
H (1.37, -2.10, 4.49)  0.00
H (3.51, -0.83, 4.64)  0.00
H (3.92, 1.04, 3.02)  0.00
H (2.22, 1.51, 1.29)  0.00
O (-0.79, 0.91, -1.39)  0.01
N (-1.53, 0.26, -2.31)  0.00
C (-2.25, 1.03, -3.17)  0.00
C (-3.01, 0.46, -4.14)  0.00
C (-3.03, -0.94, -4.24)  0.00
C (-2.31, -1.69, -3.36)  0.00
C (-1.53, -1.10, -2.34)  0.01
S (-0.66, -1.94, -1.16)  0.02
H (-2.15, 2.09, -2.99)  0.00
H (-3.58, 1.09, -4.81)  0.00
H (-3.64, -1.42, -5.00)  0.00
H (-2.32, -2.77, -3.39)  0.00
C (4.34, -1.15, -1.85)  0.00
C (3.06, -0.89, -1.02)  0.00
N (2.24, 0.12, -1.67)  0.01
C (2.94, 1.40, -1.70)  0.00
C (4.30, 1.25, -2.42)  0.00
N (4.35, -0.15, -2.98)  0.00
C (3.18, -0.38, -3.89)  0.00
C (1.89, -0.29, -3.02)  0.00
H (4.36, -2.14, -2.31)  0.00
H (5.26, -1.01, -1.28)  0.00
H (3.31, -0.56, -0.02)  0.00
H (2.47, -1.80, -0.94)  0.00
H (3.09, 1.76, -0.68)  0.00
H (2.31, 2.13, -2.20)  0.00
H (5.16, 1.36, -1.75)  0.00
H (4.42, 1.94, -3.26)  0.00
H (5.21, -0.26, -3.51)  0.00
H (3.31, -1.37, -4.34)  0.00
H (3.22, 0.37, -4.67)  0.00
H (1.38, -1.24, -2.96)  0.00
H (1.20, 0.44, -3.44)  0.00
I (0.10, 3.53, 0.50)  0.02
C (-1.23, 2.04, 1.32)  -0.03
H (-2.23, 2.38, 1.07)  0.00
H (-1.08, 2.11, 2.40)  0.00

Summary:
2S+1 = 4
expectation value of S² = 3.78
charge = +1
Kohn-Sham gap (spin up / spin down) = 0.2131 / 0.2707 Eh
highest occupied orbital energy (spin up / spin down) = -8.59 / -10.40 eV
LUMO level (spin up / spin down) = -2.79 / -3.04 eV
energy = -3109.203482 Eh

---

Entry 2:
Here is C8H9I3N as an isolated structure from the Open Molecules 2025 dataset. Energies are from ωB97M-V/def2-TZVPD.

Each line ends with the Mulliken charge.
Cartesian coordinates (Å):
C (-0.05, -0.04, 3.16)  -0.32
C (0.62, -0.91, 2.33)  -0.78
C (-1.06, 0.78, 2.67)  -0.65
C (0.32, -0.81, 0.98)  -0.21
C (-1.25, 0.93, 1.35)  -0.43
C (-0.57, 0.13, 0.44)  1.23
C (0.63, -0.30, -1.69)  -1.64
C (-0.55, 0.30, -1.01)  -0.42
N (0.75, -0.21, -3.19)  -0.12
I (2.51, 0.37, -0.98)  0.36
I (-2.55, -0.76, -1.97)  0.18
I (-0.55, 2.41, -1.59)  0.32
H (0.30, -0.08, 4.29)  0.26
H (1.46, -1.56, 2.62)  0.39
H (-1.69, 1.33, 3.27)  0.49
H (1.00, -1.48, 0.33)  0.20
H (-2.12, 1.62, 0.99)  0.26
H (0.59, -1.35, -1.44)  0.77
H (1.74, -0.40, -3.58)  0.44
H (0.51, 0.84, -3.39)  0.33
H (-0.03, -0.80, -3.60)  0.37

Summary:
charge = +1
Kohn-Sham gap = 0.2744 Eh
highest occupied orbital energy = -12.43 eV
LUMO level = -4.97 eV
energy = -1257.770136 Eh

---

Entry 3:
Here is a 2-piece molecular cluster, C16H26IN3O5S overall from the Open Molecules 2025 dataset. Energies are from ωB97M-V/def2-TZVPD.

Each line ends with the Mulliken charge.
Cartesian coordinates (Å):
C (-2.67, 2.24, 0.15)  -0.81
C (-2.55, 0.65, -0.34)  -0.39
N (-1.75, 0.63, -1.60)  0.30
C (-0.31, 0.97, -1.46)  -1.22
C (0.51, 0.29, -0.22)  -0.13
C (1.08, -1.23, -0.48)  1.35
C (-0.13, -2.38, -0.34)  -0.34
N (-0.96, -3.39, -0.16)  -0.66
C (1.99, -1.42, -1.83)  -0.58
C (1.81, -2.91, -2.56)  -0.83
C (0.58, -2.95, -3.65)  -0.29
I (0.37, -5.10, -4.23)  -0.03
C (2.11, -1.54, 0.80)  0.40
C (1.34, -1.59, 2.25)  -1.05
C (2.90, -2.98, 0.65)  -0.21
N (3.50, -4.15, 0.57)  -0.54
C (-2.06, -0.51, -2.53)  0.57
C (-2.99, -1.84, -2.15)  -0.91
O (-1.63, -0.50, -3.82)  -0.60
H (-3.42, 2.37, 1.07)  0.34
H (-1.63, 2.74, 0.34)  0.02
H (-3.19, 2.81, -0.76)  0.31
H (-3.69, 0.32, -0.54)  0.41
H (-2.17, -0.05, 0.53)  0.19
H (-0.26, 2.15, -1.27)  0.26
H (0.20, 0.83, -2.52)  0.34
H (1.49, 0.96, -0.06)  0.39
H (-0.05, 0.35, 0.82)  -0.27
H (1.80, -0.64, -2.68)  0.26
H (3.16, -1.32, -1.58)  0.37
H (2.81, -3.05, -3.19)  0.34
H (1.79, -3.79, -1.79)  0.47
H (0.77, -2.32, -4.62)  0.43
H (-0.41, -2.69, -3.10)  -0.26
H (2.92, -0.67, 0.77)  0.64
H (0.20, -1.31, 2.22)  0.23
H (1.93, -0.98, 3.08)  0.26
H (1.38, -2.72, 2.64)  0.41
H (-4.06, -1.65, -2.60)  0.33
H (-2.57, -2.82, -2.69)  0.27
H (-3.08, -2.02, -1.00)  0.30
C (-0.03, 4.71, 3.05)  -0.31
C (1.42, 4.33, 3.36)  -0.33
O (1.33, 3.22, 4.25)  -0.33
S (0.00, 2.35, 3.89)  0.92
O (0.40, 1.25, 3.04)  -0.29
O (-0.78, 2.18, 5.09)  -0.58
O (-0.73, 3.47, 2.95)  -0.29
H (-0.47, 5.28, 3.87)  0.27
H (-0.12, 5.27, 2.12)  0.33
H (1.97, 5.15, 3.82)  0.33
H (1.94, 4.00, 2.45)  0.25

Summary:
SMILES = CCN(CC[C@@](C#N)(CCCI)[C@@H](C)C#N)C(C)=O.O=S1(=O)OCCO1
Kohn-Sham gap = 0.3320 Eh
highest occupied orbital energy = -9.04 eV
LUMO level = 0.00 eV
energy = -1861.236794 Eh

---

Entry 4:
Here is a 2-piece molecular cluster, C20H16N4S overall from the Open Molecules 2025 dataset. Energies are from ωB97M-V/def2-TZVPD.

Each line ends with the Mulliken charge.
Cartesian coordinates (Å):
C (-0.50, 2.34, 1.23)  -0.11
C (0.54, 3.22, 1.45)  0.75
C (1.95, 2.90, 1.44)  -0.11
N (3.11, 2.77, 1.50)  -0.50
C (0.33, 4.56, 1.93)  -0.34
N (0.13, 5.65, 2.34)  -0.51
C (-1.85, 2.85, 1.42)  0.40
C (-2.25, 4.13, 0.94)  -0.39
C (-3.54, 4.62, 1.11)  -0.59
C (-4.49, 3.85, 1.81)  -0.36
C (-4.10, 2.64, 2.38)  -0.59
C (-2.82, 2.12, 2.14)  -0.29
H (-0.33, 1.28, 1.00)  0.84
H (-1.52, 4.76, 0.43)  0.48
H (-3.79, 5.61, 0.71)  0.35
H (-5.50, 4.25, 1.94)  0.36
H (-4.80, 2.09, 3.03)  0.35
H (-2.51, 1.15, 2.56)  0.39
C (2.94, -5.44, -1.45)  -0.61
C (2.32, -4.26, -1.90)  -0.72
C (1.81, -3.38, -0.95)  0.60
C (1.90, -3.62, 0.43)  0.36
C (2.52, -4.79, 0.88)  -0.34
C (3.04, -5.70, -0.07)  -0.58
S (1.26, -2.26, 1.32)  -0.29
C (0.84, -1.37, -0.20)  0.28
N (0.34, -0.19, -0.28)  -0.20
C (-0.03, 0.30, -1.63)  -0.63
C (-0.12, -0.75, -2.70)  -1.10
C (1.00, -1.75, -2.65)  -0.54
N (1.17, -2.18, -1.26)  0.17
H (3.35, -6.14, -2.19)  0.36
H (2.24, -3.99, -2.96)  0.25
H (2.59, -4.97, 1.96)  0.38
H (3.54, -6.62, 0.26)  0.35
H (-1.01, 0.75, -1.47)  0.30
H (0.64, 1.11, -1.99)  0.32
H (-1.07, -1.28, -2.60)  0.35
H (-0.09, -0.31, -3.69)  0.43
H (0.78, -2.64, -3.25)  0.45
H (1.94, -1.30, -2.99)  0.29

Summary:
SMILES = c1ccc2c(c1)SC1=NCCCN12.N#CC(C#N)=Cc1ccccc1
Kohn-Sham gap = 0.2740 Eh
highest occupied orbital energy = -8.07 eV
LUMO level = -0.62 eV
energy = -1388.900232 Eh

---

Which of these has the lowest energy? C25H29IN5O3SV